1.
Computed, not measured: a cluster of 3 separate species, C24H45BrFN4O4 in total, with ωB97M-V with the def2-TZVPD basis set.

HOMO-LUMO gap, hartree: 0.2792
LUMO level, eV: -3.947
E_HOMO, eV: -11.545

```
! wB97M-V def2-TZVPD RIJCOSX def2/J DEFGRID3
* xyz 1 1
Br -3.92838 -3.47230 0.50112
F -2.63423 -1.15772 2.24892
O -6.48039 -1.35692 -2.54887
O 2.39499 0.53415 -1.17060
O 2.45267 4.73559 -0.53880
O 2.61970 -1.81024 2.43829
N -3.34881 0.65067 0.83460
N -1.58050 -0.09883 -0.84816
N -1.20441 1.56839 0.74990
N -2.48496 -1.67856 -2.29339
C 1.39780 -0.05868 -2.00752
C -2.12319 -1.50990 -0.88316
C 1.74089 -1.45686 3.51438
C -5.55130 -2.10478 -1.70949
C 0.43507 -1.72749 -0.18705
C 2.32773 -2.06311 4.77599
C -2.15656 -2.74855 -2.93798
C -3.50684 -1.61002 -0.06135
C 3.37169 4.65886 0.55866
C 1.71857 5.96547 -0.44749
C 2.00253 6.54140 0.92844
C -1.35402 -2.53561 -4.28518
C -2.02928 0.67848 0.23669
C -2.51082 -4.23797 -2.64550
C 3.40740 6.03473 1.19754
C -3.51725 -0.75889 1.25277
C 3.81391 -2.04046 4.47314
C 3.83592 -2.34243 2.98575
C 0.14785 1.78888 0.27282
C -1.00367 -2.40612 -0.26635
C 1.16670 1.75941 1.25889
C 3.11335 1.56449 -1.87819
C 1.14730 -1.55269 -1.58125
C -4.72583 -1.02953 -0.92606
H 2.99492 3.90473 1.26069
H 2.07635 6.63106 -1.23916
H 0.44040 -0.81808 0.45804
H -1.26469 -2.57477 0.81579
H -1.79103 -4.77619 -1.98666
H -0.50881 -3.25479 -4.35813
H -4.91658 -2.68924 -2.41123
H -4.40058 -0.16657 -1.56010
H 0.65653 5.77097 -0.61119
H 1.84325 -0.11744 -3.04257
H -5.44148 -0.57692 -0.18424
H -6.08019 -1.36060 -3.42497
H 1.70854 -0.36170 3.57837
H 4.21528 -1.03965 4.65793
H 3.66931 6.00569 2.25517
H 1.91258 7.62684 0.96164
H 2.17714 -1.99161 -1.47911
H 0.46449 0.54392 -2.10836
H -2.49595 -4.78549 -3.62722
H 3.10393 2.46197 -1.20237
H 2.63935 1.84775 -2.84572
H -2.08208 -2.67098 -5.13274
H 1.30850 6.11855 1.66184
H 1.24905 2.54130 2.06067
H -1.51800 2.16374 1.52256
H 4.13554 6.66718 0.68252
H 2.05416 -1.51497 5.67763
H -1.83836 0.38506 -1.71627
H -3.35657 1.21496 1.68811
H 1.04848 -2.47988 0.38095
H 0.63986 -2.15556 -2.36743
H 4.34966 4.33784 0.19653
H 0.43405 2.00247 -0.77254
H 3.84589 -3.42105 2.79877
H 4.69177 -1.89425 2.47851
H 4.39318 -2.75288 5.05988
H -1.00817 -1.47963 -4.33317
H 1.90999 0.92813 1.33606
H 0.73394 -1.82262 3.30039
H -6.20262 -2.73721 -1.06382
H -3.52836 -4.39586 -2.22533
H 4.18371 1.30688 -2.05239
H 1.98719 -3.09636 4.88761
H -4.54409 -0.82753 1.69739
H -0.84315 -3.42008 -0.68379
*
```

***

2.
Computed, not measured: a structure of composition C51H51N6O5SbTi, with ωB97M-V with the def2-TZVPD basis set.

HOMO-LUMO gap (alpha / beta), hartree: 0.1769 / 0.1768
LUMO level (alpha / beta), eV: -0.283 / -0.284
E_HOMO (alpha / beta), eV: -5.098 / -5.093

```
! wB97M-V def2-TZVPD RIJCOSX def2/J DEFGRID3
* xyz 0 1
Sb -0.11105 2.11426 -0.82863
Ti 0.75174 -2.30250 -0.13829
O 0.26607 -1.41710 1.45623
O 1.29441 -1.92665 -5.44054
O 2.64442 -2.02973 0.59784
O 1.86482 0.50220 0.60707
O 0.21222 -1.04374 -1.46829
N -8.23690 -3.50580 3.50495
N 4.78156 -1.44761 1.13784
N 1.31708 -2.44255 -2.88492
N 1.57678 -3.05889 -1.72323
N 0.24743 -0.76389 3.64748
N 1.47100 -4.24223 0.51725
C -1.65471 0.08166 -6.02900
C 1.07035 3.65003 -3.30580
C -0.17481 -0.84003 -3.84657
C 1.43850 4.76807 -4.04836
C 1.58475 0.52014 1.99599
C 0.52352 3.83060 -2.03750
C -0.53309 -0.69700 -6.23473
C -3.97495 4.20925 -1.43675
C 0.73218 6.22785 -2.29298
C -1.75282 2.69645 2.27565
C -4.93870 3.25724 -1.15649
C 0.35933 3.25889 0.99739
C -2.24388 2.59293 -0.96899
C -2.22990 -3.24010 0.40538
C 2.14667 4.47716 2.09334
C -5.09362 -2.35675 2.57212
C -1.11659 -3.15805 -0.08728
C 5.01468 -2.67991 1.85603
C -4.43980 -4.31302 0.69640
C 2.48394 -4.63907 -0.32688
C 1.43110 -4.75055 1.73880
C -7.24088 -3.44282 2.93800
C 0.21512 -1.17411 -5.16258
C 1.36968 4.59831 3.23146
C 3.55427 -1.17195 0.62168
C 0.11159 4.02394 3.26272
C 1.25895 2.29379 -3.91533
C -3.21050 1.62567 -0.69788
C 0.48072 -1.42980 -2.68304
C -4.55412 1.97868 -0.80199
C -5.66928 -4.34248 1.31702
C 2.47990 -4.02013 -1.59023
C -6.00343 -3.37496 2.27012
C 5.93007 -0.61422 0.87929
C 0.63974 -0.61677 2.34618
C -0.40439 3.34379 2.16290
C 3.20976 0.25844 0.24386
C -3.51407 -3.30752 1.00184
C -2.89779 0.21176 -0.29958
C 3.45237 -5.58273 0.09966
C -2.63888 3.86564 -1.35088
C 3.39369 -6.07554 1.37412
C 1.63621 3.80989 0.99579
C -3.86999 -2.33055 1.94585
C 0.38052 5.12038 -1.54243
C 2.35525 -5.65734 2.22356
C -1.29295 -0.01726 -3.66719
C -0.70872 -1.80332 3.96786
C 1.26596 6.04748 -3.55645
C 0.36305 0.30521 4.60993
C -2.03446 0.43016 -4.73972
H -0.00272 5.27406 -0.54245
H -3.14464 -0.48071 -1.10780
H -1.89123 4.60504 -1.58992
H -0.77854 -2.48979 3.12250
H -2.47649 3.18817 1.62603
H 2.50426 0.46385 2.58923
H -3.51589 -0.06615 0.55211
H -0.22597 -0.97029 -7.23232
H 0.27179 -0.12434 5.60567
H -6.39024 -5.10955 1.07205
H 1.10420 1.48633 2.19786
H -2.12283 2.75734 3.29892
H -1.69848 -1.38042 4.16276
H -1.84953 0.05313 -0.04205
H -0.37383 -2.34419 4.85473
H 1.86442 4.63103 -5.03263
H -1.69785 1.64851 1.97877
H 3.15986 -4.30012 -2.39214
H -3.16062 -1.54612 2.17081
H 1.43969 1.53261 -3.15748
H -4.18191 -5.06657 -0.03417
H 1.54851 6.89908 -4.15649
H 0.59942 -4.42709 2.35964
H 3.22751 0.41556 -0.84218
H 0.36480 2.00445 -4.46568
H 5.81990 -0.08208 -0.06392
H 6.81000 -1.25251 0.81429
H 3.87896 0.98105 0.73175
H 1.74178 5.13040 4.09404
H -4.25741 5.21167 -1.72656
H -2.22685 0.41995 -6.87983
H -5.98704 3.51120 -1.19781
H -5.36379 -1.59428 3.28921
H 2.24443 3.72062 0.10404
H -0.42452 1.05502 4.47955
H -5.30813 1.23235 -0.59148
H 1.32677 0.80505 4.54021
H 4.13092 -6.77599 1.73856
H -2.91104 1.03898 -4.57656
H 4.23947 -5.87287 -0.58267
H 2.27216 -6.04349 3.22486
H -1.58079 0.24306 -2.66066
H 1.61715 -2.31315 -4.59343
H 3.14388 4.89447 2.05977
H 2.09036 2.29461 -4.61640
H 6.08690 0.11519 1.68041
H -0.48711 4.09683 4.16220
H 5.61418 -3.37814 1.26710
H 0.59368 7.22266 -1.89027
H 4.05466 -3.14471 2.08027
H 5.53867 -2.45289 2.78844
*
```

***

3.
Computed, not measured: an isolated molecule of CH2O3P2, with ωB97M-V with the def2-TZVPD basis set.

HOMO-LUMO gap, hartree: 0.3259
LUMO level, eV: -0.848
E_HOMO, eV: -9.717

```
! wB97M-V def2-TZVPD RIJCOSX def2/J DEFGRID3
* xyz 0 1
P -0.87436 -1.66381 1.68846
P 0.79806 0.67073 0.64016
O 0.55957 -0.82767 1.22998
O -2.71193 -3.85364 1.41475
O -2.01047 -0.76364 1.52166
C -1.90115 -3.44951 0.76675
H -0.38592 1.44030 1.14565
H 0.02248 0.63346 -0.47836
*
```

***

no.,DFT total energy (a.u.)
1,-4134.84141
2,-3768.42318
3,-947.71928